Record 1
Computed, not measured: 2 unconnected molecules or ions with the total composition C3H3F3N2O3 at a distorted geometry, with wB97M-V/def2-TZVPD.

Structure (XYZ):
```
14
Properties=species:S:1:pos:R:3:mulliken_charge:R:1
C -0.02 0.36 -1.07 0.615
C 0.80 -1.86 -1.05 -0.597
C -1.34 1.00 1.22 0.418
N 0.24 1.54 -1.02 -0.231
N -0.16 0.67 1.91 0.943
O 0.14 -0.53 1.93 -0.560
O 0.66 1.55 2.13 -0.534
O -0.24 -0.86 -1.13 -0.311
F -2.38 0.17 1.20 -0.193
F -1.57 2.23 0.93 -0.154
F 1.02 2.14 -2.15 -0.265
H 1.65 -1.30 -1.24 0.398
H 0.53 -2.75 -1.61 0.242
H 0.66 -2.35 -0.05 0.230
```

Calculated values
M ... 172.06 g/mol
HOMO energy (spin up / spin down) ... -9.659 / -8.570 eV

***

Record 2
Computed, not measured: a single C7H6N2O4S2 molecule at a distorted geometry, with wB97M-V/def2-TZVPD.

Structure (XYZ):
```
21
Properties=species:S:1:pos:R:3:mulliken_charge:R:1
C 2.35 0.63 -0.57 -0.674
C 2.40 -0.79 -0.60 -0.496
C 1.11 1.27 -0.40 -0.338
C 1.18 -1.47 -0.63 -0.271
C -0.05 0.56 -0.26 0.213
C 0.01 -0.84 -0.40 0.266
C -2.30 0.82 0.49 0.286
N -1.24 1.09 -0.01 -0.205
N -1.82 -1.15 1.47 -0.671
O -4.83 -0.32 0.20 -0.474
O -4.57 2.02 -0.28 -0.589
O -2.50 -0.97 -0.94 -0.623
O -1.54 -3.10 -0.16 -0.604
S -3.94 0.47 -0.56 0.849
S -1.58 -1.68 0.00 1.184
H 3.12 1.23 -0.79 0.488
H 3.21 -1.48 -0.53 0.395
H 1.11 2.40 -0.36 0.351
H 1.32 -2.58 -0.73 0.336
H -5.33 2.25 0.39 0.349
H -2.31 -1.82 2.01 0.226
```

Calculated values
M ... 246.27 g/mol
HOMO energy ... -9.146 eV
Structure (SMILES) ... N=[S@@]1(=O)O[S@@](=O)(O)=C=Nc2ccccc21

***

Record 3
Computed, not measured: a single C4H8ClN molecule at a distorted geometry, with wB97M-V/def2-TZVPD.

Structure (XYZ):
```
14
Properties=species:S:1:pos:R:3:mulliken_charge:R:1
C 1.60 0.09 1.20 -0.913
C 1.04 0.32 -0.18 0.387
C -0.30 0.53 -0.14 0.094
C -1.08 1.63 -0.27 -0.843
H 0.88 -0.73 1.59 0.255
H 2.66 -0.29 1.08 0.272
H 1.59 1.14 1.67 0.289
H 1.43 1.28 -0.53 0.269
H 0.66 -0.79 -1.82 0.290
H 2.51 -0.41 -1.44 0.307
H -0.70 2.70 -0.53 0.207
H -2.17 1.59 -0.03 0.272
N 1.40 -0.76 -0.98 -0.666
Cl -1.42 -0.86 0.19 -0.220
```

Calculated values
M ... 105.57 g/mol
HOMO energy ... -9.460 eV
Structure (SMILES) ... C=C(Cl)[C@@H](C)N

***

Record 4
Computed, not measured: 9 unconnected molecules or ions with the total composition C16H48O20S at a distorted geometry, with wB97M-V/def2-TZVPD.

Structure (XYZ):
```
85
Properties=species:S:1:pos:R:3:mulliken_charge:R:1
S -24.33 -54.26 40.65 0.438
O -23.61 -53.57 41.73 -0.954
O -23.40 -54.60 39.54 -0.126
O -25.02 -55.46 41.15 -0.055
O -25.40 -53.40 40.17 -1.329
C -24.35 -50.55 43.07 0.248
C -24.12 -49.02 43.42 -0.663
O -25.32 -48.27 43.54 -0.503
O -23.19 -51.27 42.94 -0.572
H -24.92 -50.69 42.20 0.108
H -25.05 -50.96 44.10 0.032
H -23.56 -48.48 42.64 0.230
H -23.56 -49.10 44.35 0.371
H -25.38 -47.94 44.41 0.293
H -23.28 -52.00 42.32 0.320
C -20.72 -53.42 38.25 -0.613
C -20.13 -54.64 39.06 -0.542
O -21.08 -55.59 39.22 -0.613
O -21.52 -52.68 39.09 -0.624
H -21.07 -53.75 37.45 0.322
H -19.71 -53.02 37.97 0.403
H -19.81 -54.26 39.99 0.238
H -19.22 -55.11 38.48 0.352
H -21.96 -55.14 39.56 0.489
H -22.10 -53.40 39.49 0.265
C -22.61 -57.80 41.41 0.490
C -23.40 -57.94 40.02 0.147
O -24.77 -57.77 40.20 -0.550
O -21.23 -57.89 41.01 -0.674
H -22.81 -58.69 42.08 0.382
H -22.95 -57.02 42.04 -0.717
H -23.17 -59.03 39.57 0.207
H -22.99 -57.19 39.28 -0.059
H -24.90 -56.91 40.71 0.310
H -21.28 -57.21 40.24 0.546
C -26.53 -56.12 43.85 -0.192
C -27.69 -56.60 42.99 -0.947
O -27.68 -56.09 41.60 -0.705
O -25.41 -56.84 43.29 -0.648
H -26.21 -56.39 44.88 0.367
H -26.29 -54.93 43.74 -0.066
H -28.59 -56.34 43.63 0.359
H -27.65 -57.49 43.11 0.614
H -26.68 -55.86 41.46 0.543
H -25.17 -56.41 42.45 0.518
C -29.02 -52.96 41.34 -0.138
C -27.77 -52.35 42.00 0.789
O -27.08 -51.63 40.98 -0.639
O -29.57 -53.90 42.11 -0.632
H -28.74 -53.53 40.55 -0.036
H -29.82 -52.40 40.93 0.338
H -27.11 -53.04 42.57 -0.628
H -28.01 -51.70 42.95 0.197
H -26.51 -52.22 40.56 0.610
H -29.15 -54.67 42.12 0.338
C -27.82 -56.18 37.05 -0.807
C -26.91 -55.72 38.27 0.829
O -27.17 -54.33 38.43 -0.722
O -27.59 -57.46 36.75 -0.599
H -27.84 -55.61 36.13 0.278
H -28.84 -56.32 37.31 0.404
H -25.84 -55.77 37.96 -0.139
H -27.25 -56.09 39.33 0.087
H -26.52 -53.89 39.08 0.531
H -26.62 -57.47 36.99 0.377
C -21.24 -54.32 43.64 -0.525
C -22.49 -54.85 44.34 -0.477
O -23.53 -53.96 44.19 -0.482
O -21.38 -54.69 42.33 -0.450
H -20.41 -54.93 44.18 0.292
H -20.94 -53.27 43.74 0.201
H -22.24 -55.06 45.31 0.692
H -22.62 -55.78 43.83 0.053
H -23.41 -53.80 43.39 0.510
H -22.03 -54.16 42.03 0.495
C -25.11 -53.90 35.94 -0.218
C -23.58 -54.19 36.27 -0.176
O -23.51 -55.27 37.13 -0.617
O -25.07 -53.22 34.78 -0.577
H -25.70 -53.47 36.71 0.390
H -25.57 -54.91 35.69 -0.083
H -23.19 -53.29 36.77 0.252
H -22.93 -54.39 35.30 0.228
H -23.46 -55.01 38.13 0.198
H -26.01 -53.25 34.67 0.420
```

Calculated values
M ... 592.61 g/mol
HOMO energy ... -4.121 eV
Total charge ... -2

***

Record 5
Computed, not measured: a molecular structure, C18H50ClN3NaO17PS4 at a distorted geometry, with wB97M-V/def2-TZVPD.

Structure (XYZ):
```
95
Properties=species:S:1:pos:R:3:mulliken_charge:R:1
Na -13.84 -1.94 19.17 1.196
Cl -12.49 -3.23 16.95 1.607
O -11.95 -3.02 15.61 -0.498
O -11.78 -4.37 17.50 -0.735
O -12.20 -2.04 17.75 -0.856
O -13.94 -3.40 17.03 -0.643
O -14.64 0.15 18.24 -0.554
S -14.51 0.87 17.02 1.046
O -15.71 1.47 16.57 -0.638
O -13.36 1.96 17.28 -0.299
C -12.99 3.05 16.42 -0.399
C -11.59 2.81 15.84 -0.688
C -13.61 -0.05 15.76 -0.922
H -12.90 3.92 17.07 0.330
H -13.76 3.34 15.68 0.337
H -11.48 1.80 15.37 0.031
H -10.84 2.88 16.62 0.262
H -11.32 3.61 15.14 0.380
H -14.01 -1.03 15.52 0.523
H -12.70 -0.24 16.33 0.138
H -13.56 0.65 14.95 0.401
O -6.44 -0.93 15.69 -0.641
S -7.46 0.10 15.72 1.150
O -7.12 1.49 15.53 -0.610
O -8.66 -0.28 14.73 -0.232
C -9.06 -1.67 14.66 -0.063
C -10.05 -1.73 13.54 -1.142
C -8.23 0.01 17.34 -0.729
H -9.54 -2.11 15.52 0.246
H -8.22 -2.31 14.46 0.355
H -10.63 -2.65 13.42 0.343
H -9.60 -1.52 12.57 0.362
H -10.78 -0.93 13.72 0.144
H -7.49 0.23 18.11 0.392
H -8.65 -0.98 17.53 0.247
H -9.08 0.66 17.28 0.157
O -13.21 -9.79 17.94 -0.622
S -12.06 -9.18 17.25 1.212
O -12.23 -8.19 16.17 -0.643
O -10.94 -8.64 18.26 -0.301
C -10.33 -7.32 18.01 0.504
C -9.62 -7.02 19.35 -1.374
C -11.22 -10.51 16.48 -1.135
H -11.07 -6.56 17.86 -0.124
H -9.63 -7.33 17.18 0.386
H -10.29 -6.91 20.20 0.270
H -9.15 -6.03 19.26 0.395
H -8.86 -7.74 19.61 0.391
H -11.05 -11.29 17.22 0.366
H -10.32 -10.03 16.06 0.302
H -11.87 -10.89 15.73 0.404
O -16.13 -7.42 16.92 -0.586
S -15.94 -7.03 15.54 1.219
O -15.99 -8.12 14.57 -0.663
O -17.00 -5.85 15.35 -0.335
C -18.11 -5.90 16.30 0.390
C -19.33 -5.36 15.63 -1.470
C -14.41 -6.12 15.24 -0.046
H -17.85 -5.30 17.19 -0.113
H -18.36 -6.94 16.56 0.379
H -20.22 -5.56 16.22 0.398
H -19.54 -5.88 14.69 0.368
H -19.30 -4.30 15.38 0.330
H -14.48 -5.35 16.00 -0.178
H -14.43 -5.72 14.21 0.394
H -13.48 -6.66 15.44 0.092
O -14.63 -3.02 20.71 -1.202
P -15.09 -4.33 21.28 0.449
N -15.28 -5.63 20.23 0.253
C -16.35 -5.38 19.24 -0.784
C -14.04 -6.19 19.60 -0.957
N -16.61 -4.05 21.89 0.374
C -17.61 -5.06 22.05 -1.080
C -17.07 -2.68 22.32 -1.064
N -13.94 -4.95 22.29 0.464
C -12.90 -3.98 22.75 -0.983
C -14.20 -6.11 23.22 -0.900
H -15.85 -5.26 18.28 -0.222
H -16.86 -4.42 19.41 0.606
H -17.00 -6.24 19.21 0.290
H -13.65 -5.48 18.85 0.067
H -14.33 -7.13 19.21 0.511
H -13.36 -6.21 20.42 0.383
H -18.12 -5.04 23.04 0.334
H -18.39 -4.88 21.25 0.331
H -17.25 -6.08 21.92 0.345
H -17.68 -2.78 23.19 0.369
H -16.23 -2.06 22.53 0.276
H -17.62 -2.19 21.50 0.287
H -13.09 -3.49 23.70 0.247
H -11.95 -4.54 22.79 0.350
H -12.75 -3.26 21.96 0.217
H -14.03 -5.96 24.30 0.315
H -13.53 -6.93 22.90 0.265
H -15.23 -6.41 23.11 0.252
```

Calculated values
M ... 798.29 g/mol
HOMO energy ... -9.213 eV

***

Record 6
Computed, not measured: 7 unconnected molecules or ions with the total composition C29H60BrFO13P2S6 at a distorted geometry, with wB97M-V/def2-TZVPD.

Structure (XYZ):
```
112
Properties=species:S:1:pos:R:3:mulliken_charge:R:1
C -1.82 2.06 1.58 -1.243
C -2.52 2.23 0.23 -0.515
C -4.01 2.63 0.34 0.121
F -4.24 3.75 -0.45 -0.375
P -5.15 1.25 -0.23 0.089
C -4.51 -0.22 0.65 0.354
C -5.45 -1.42 0.66 -1.328
P -7.12 1.83 0.56 0.114
O -6.78 3.41 0.81 -0.411
Br -7.31 1.03 2.69 -0.291
H -0.81 2.45 1.48 0.323
H -1.71 1.04 1.91 0.061
H -2.29 2.66 2.36 0.580
H -2.06 3.05 -0.30 0.434
H -2.43 1.34 -0.38 0.340
H -4.22 2.83 1.39 0.337
H -3.61 -0.49 0.12 -0.214
H -4.21 0.04 1.65 0.471
H -6.40 -1.21 1.13 0.352
H -4.95 -2.21 1.20 0.340
H -5.61 -1.81 -0.35 0.224
H -7.55 3.84 1.22 0.326
C -0.07 -3.90 1.74 -0.896
C -0.24 -4.04 0.22 -0.563
C -1.06 -2.85 -0.27 -0.787
S -0.73 -1.51 0.88 1.392
O -1.96 -1.20 1.59 -0.681
O 0.02 -0.47 0.23 -0.783
C 0.33 -2.44 1.98 -0.419
H 0.68 -4.58 2.13 0.396
H -1.02 -4.11 2.23 0.331
H 0.74 -4.02 -0.26 0.241
H -0.72 -4.98 -0.05 0.394
H -0.77 -2.53 -1.27 0.420
H -2.13 -3.05 -0.24 0.377
H 0.17 -2.11 3.00 0.609
H 1.35 -2.26 1.67 -0.107
C 0.86 6.64 0.23 -0.557
C -0.59 6.95 0.61 -0.731
C -0.94 6.07 1.82 0.075
S 0.60 5.79 2.70 1.089
O 0.93 4.39 2.63 -0.580
O 0.58 6.50 3.95 -0.706
C 1.65 6.67 1.54 -0.732
H 1.26 7.37 -0.48 0.338
H 0.93 5.65 -0.22 0.307
H -0.69 8.00 0.88 0.307
H -1.27 6.76 -0.22 0.373
H -1.64 6.56 2.50 0.404
H -1.33 5.10 1.52 -0.349
H 2.61 6.17 1.48 0.401
H 1.77 7.68 1.91 0.356
C -6.68 -1.05 -4.88 -0.759
C -7.59 -2.17 -5.42 -0.610
C -6.89 -3.50 -5.15 -0.683
S -5.87 -3.24 -3.69 1.078
O -4.48 -3.38 -4.08 -0.548
O -6.40 -3.99 -2.58 -0.686
C -6.25 -1.51 -3.49 -0.484
H -7.19 -0.09 -4.84 0.358
H -5.81 -0.94 -5.53 0.314
H -8.55 -2.14 -4.89 0.287
H -7.80 -2.04 -6.48 0.350
H -7.59 -4.31 -4.94 0.345
H -6.23 -3.79 -5.96 0.352
H -5.37 -0.99 -3.11 0.302
H -7.06 -1.43 -2.77 0.348
C 5.80 -1.24 3.90 -0.103
C 4.71 -0.91 4.92 -0.829
C 3.35 -1.14 4.24 -0.690
S 3.63 -2.41 3.00 1.256
O 3.43 -1.82 1.69 -0.728
O 2.97 -3.63 3.38 -0.677
C 5.39 -2.57 3.27 -0.996
H 6.78 -1.31 4.36 0.497
H 5.84 -0.47 3.13 -0.053
H 4.80 -1.58 5.79 0.323
H 4.79 0.11 5.29 0.321
H 2.59 -1.50 4.93 0.443
H 3.00 -0.25 3.73 0.418
H 5.89 -2.78 2.32 0.451
H 5.54 -3.40 3.96 0.350
C 0.45 -3.87 -6.66 -0.619
C -0.98 -3.49 -6.26 -0.660
C -1.37 -4.35 -5.05 -0.350
S 0.17 -4.73 -4.20 1.024
O 0.41 -6.14 -4.27 -0.689
O 0.21 -4.03 -2.94 -0.551
C 1.25 -3.90 -5.37 -0.735
H 0.88 -3.17 -7.38 0.352
H 0.46 -4.86 -7.13 0.301
H -1.01 -2.44 -5.99 0.291
H -1.68 -3.64 -7.09 0.336
H -2.03 -3.83 -4.37 0.153
H -1.82 -5.30 -5.36 0.390
H 2.19 -4.45 -5.44 0.395
H 1.43 -2.90 -4.99 0.355
C 8.70 3.48 3.66 -0.651
C 9.33 3.66 2.28 -0.620
C 9.33 2.28 1.59 -0.699
S 7.94 1.38 2.29 1.239
O 8.45 0.26 3.03 -0.638
O 6.92 1.21 1.29 -0.684
C 7.44 2.65 3.44 -0.582
H 8.47 4.44 4.13 0.362
H 9.39 2.94 4.32 0.311
H 8.73 4.36 1.69 0.300
H 10.34 4.06 2.34 0.324
H 9.20 2.35 0.52 0.347
H 10.23 1.72 1.82 0.348
H 7.05 2.19 4.35 0.307
H 6.65 3.24 2.96 0.390
```

Calculated values
M ... 970.04 g/mol
HOMO energy ... -8.368 eV
Structure (SMILES) ... CC[C@@H](F)P(CC)#P(O)Br.O=S1(=O)CCCC1.O=S1(=O)CCCC1.O=S1(=O)CCCC1.O=S1(=O)CCCC1.O=S1(=O)CCCC1.O=S1(=O)CCCC1

***

Record 7
Computed, not measured: a molecular structure, C34H23ClN7O3Rh at a distorted geometry, with wB97M-V/def2-TZVPD.

Structure (XYZ):
```
69
Properties=species:S:1:pos:R:3:mulliken_charge:R:1
Rh -0.17 -0.30 0.57 0.095
C -2.05 -3.04 -2.17 -1.333
C -2.88 -2.27 -3.00 -0.438
C -2.94 -0.93 -2.78 -0.697
C -2.18 -0.32 -1.75 0.489
N -1.31 -1.08 -1.00 0.571
C -1.30 -2.40 -1.22 -0.261
N -2.39 0.97 -1.56 -0.499
C -1.97 1.70 -0.54 -0.524
N -1.28 1.26 0.57 -0.092
C -1.10 2.33 1.42 -0.009
N -0.49 2.32 2.57 -0.464
C 0.29 1.38 3.08 0.252
C 0.73 1.60 4.41 -0.705
C 1.57 0.72 5.02 -0.436
C 2.01 -0.40 4.30 -1.191
C 1.54 -0.57 3.02 -0.159
N 0.70 0.26 2.41 0.768
C -1.73 3.49 0.86 0.377
C -1.85 4.80 1.31 -0.349
C -2.49 5.70 0.49 -0.602
C -3.01 5.32 -0.76 -0.615
C -2.91 4.02 -1.21 -0.336
C -2.26 3.09 -0.39 0.845
H -1.99 -4.11 -2.27 0.472
H -3.47 -2.74 -3.78 0.445
H -3.58 -0.27 -3.36 0.543
H -0.65 -2.99 -0.58 0.517
H 0.37 2.49 4.90 0.539
H 1.91 0.88 6.04 0.399
H 2.68 -1.12 4.73 0.496
H 1.86 -1.44 2.46 0.347
H -1.44 5.09 2.26 0.540
H -2.60 6.73 0.81 0.420
H -3.50 6.06 -1.37 0.415
H -3.31 3.72 -2.17 0.546
O -0.84 -2.10 1.89 -0.419
C -0.45 -3.30 1.96 0.696
C -1.18 -4.22 2.77 -0.792
C -0.84 -5.54 2.87 -0.493
C 0.25 -6.04 2.16 -0.917
C 0.99 -5.19 1.37 -1.254
C 0.70 -3.83 1.27 1.224
C 1.57 -2.97 0.52 0.249
N 1.38 -1.69 0.18 1.079
C 2.50 -1.27 -0.48 -0.803
C 3.39 -2.30 -0.56 -1.125
N 2.80 -3.36 0.07 -0.111
H -2.04 -3.82 3.29 0.504
H -1.42 -6.20 3.49 0.419
H 0.50 -7.09 2.22 0.406
H 1.81 -5.61 0.80 0.388
H 2.60 -0.26 -0.82 0.374
H 4.36 -2.34 -1.00 0.440
H 3.21 -4.27 0.20 0.182
Cl 1.62 1.90 -6.67 -0.234
C 1.59 2.07 -4.95 0.271
C 0.97 1.09 -4.19 -1.141
C 0.96 1.23 -2.81 0.716
C 1.55 2.34 -2.21 0.152
C 2.16 3.32 -2.99 -0.573
C 2.17 3.18 -4.37 -0.609
C 1.53 2.49 -0.68 -0.053
O 1.67 3.61 -0.22 -0.736
O 1.43 1.39 -0.08 -0.226
H 0.52 0.24 -4.65 0.486
H 0.50 0.48 -2.19 0.612
H 2.61 4.16 -2.50 0.485
H 2.64 3.94 -4.98 0.436
```

Calculated values
M ... 715.96 g/mol
HOMO energy (spin up / spin down) ... -7.791 / -7.792 eV

***

Record 8
Computed, not measured: a molecular structure, C10H21GaNOPb at a distorted geometry, with wB97M-V/def2-TZVPD.

Structure (XYZ):
```
35
Properties=species:S:1:pos:R:3:mulliken_charge:R:1
C -0.43 -3.70 2.20 0.824
C -0.09 -2.55 2.01 -1.249
Ga 0.55 -0.67 1.84 0.090
C 2.14 -0.75 0.53 -0.689
C 1.79 -1.33 -0.83 -0.448
C 3.05 -1.85 -1.56 -0.756
O 4.04 -2.34 -0.65 -0.521
C -0.78 0.63 1.04 -0.757
C -1.81 -0.07 0.13 -0.652
C -1.96 0.52 -1.29 -0.889
C -1.87 2.05 -1.39 -0.599
C -2.71 2.83 -0.35 -0.625
N -1.98 3.98 0.24 -0.685
H -0.58 -4.73 2.43 0.450
H 1.13 -0.17 3.27 -0.270
H 2.54 0.28 0.43 0.717
H 2.86 -1.42 1.05 0.098
H 1.34 -0.55 -1.44 0.172
H 1.05 -2.13 -0.75 0.397
H 3.52 -1.06 -2.14 0.320
H 2.77 -2.63 -2.27 0.398
H 3.98 -3.30 -0.62 0.313
H -1.31 1.10 1.87 0.482
H -0.20 1.41 0.53 0.298
H -2.78 -0.14 0.62 0.472
H -1.50 -1.11 0.00 0.384
H -1.24 0.06 -1.98 0.294
H -2.95 0.22 -1.66 0.350
H -0.81 2.33 -1.29 0.314
H -2.16 2.37 -2.39 0.442
H -3.58 3.25 -0.87 0.415
H -3.01 2.21 0.48 0.321
H -1.27 3.61 0.86 0.258
H -1.46 4.44 -0.49 0.257
Pb 3.74 -0.78 2.46 1.074
```

Calculated values
M ... 448.21 g/mol
HOMO energy ... -11.131 eV
Total charge ... +1